The following is a DFT calculation (the ωB97M-V functional and the def2-TZVPD basis) of a 9-piece molecular cluster, C22H52FN2O11S9 overall.

Cartesian coordinates (Å):
O  5.138  2.892  -1.755
C  4.242  3.101  -2.619
N  3.287  3.465  -3.500
N  2.645  4.539  -2.839
C  3.364  5.836  -2.921
C  2.816  7.122  -2.205
C  1.465  6.997  -1.401
C  0.730  5.575  -1.350
C  1.399  4.349  -2.104
S  0.530  2.678  -1.974
O  1.537  1.534  -2.036
O  -0.456  2.593  -3.134
F  -0.237  2.522  -0.473
H  4.350  5.882  -3.528
H  3.447  8.089  -2.293
H  0.992  7.913  -0.859
H  -0.259  5.487  -0.744
C  2.494  10.819  -1.264
S  3.756  10.033  -0.234
O  3.132  8.823  0.395
C  3.809  11.331  1.019
H  2.270  10.157  -2.103
H  1.586  10.984  -0.681
H  2.875  11.768  -1.645
H  2.819  11.466  1.460
H  4.146  12.264  0.564
H  4.515  11.034  1.797
C  8.129  8.801  2.631
S  6.894  9.870  3.403
O  6.680  11.040  2.492
C  7.948  10.425  4.760
H  7.696  8.369  1.728
H  9.014  9.383  2.367
H  8.399  7.999  3.320
H  8.844  10.907  4.364
H  8.224  9.570  5.381
H  7.388  11.142  5.362
C  6.418  3.570  0.503
S  6.366  4.765  1.859
O  7.594  5.613  1.756
C  6.645  3.565  3.179
H  6.301  4.110  -0.436
H  7.375  3.046  0.503
H  5.599  2.857  0.615
H  7.589  3.041  3.014
H  5.819  2.851  3.204
H  6.689  4.099  4.129
C  -2.221  -2.298  -4.777
S  -3.012  -1.099  -3.682
O  -4.477  -1.106  -3.992
C  -2.301  0.366  -4.463
H  -2.556  -3.297  -4.494
H  -2.503  -2.101  -5.813
H  -1.137  -2.236  -4.664
H  -2.578  0.399  -5.519
H  -1.214  0.343  -4.360
H  -2.692  1.251  -3.959
C  -7.270  -4.666  -0.781
S  -5.816  -4.708  -1.851
O  -4.607  -4.598  -0.971
C  -6.087  -3.089  -2.603
H  -7.284  -5.577  -0.180
H  -7.223  -3.797  -0.122
H  -8.172  -4.624  -1.395
H  -6.113  -2.318  -1.831
H  -7.027  -3.097  -3.158
H  -5.264  -2.884  -3.291
C  -8.127  -9.461  2.882
S  -7.170  -8.060  2.262
O  -8.058  -7.284  1.338
C  -6.048  -9.038  1.240
H  -8.923  -9.079  3.523
H  -8.567  -10.012  2.049
H  -7.477  -10.117  3.465
H  -6.616  -9.615  0.508
H  -5.466  -9.707  1.876
H  -5.372  -8.356  0.719
C  -2.222  -5.362  0.758
S  -2.038  -6.843  1.776
O  -3.248  -6.940  2.651
C  -0.685  -6.207  2.791
H  -3.050  -5.519  0.064
H  -2.439  -4.499  1.390
H  -1.304  -5.193  0.192
H  -0.997  -5.291  3.298
H  0.183  -6.010  2.160
H  -0.426  -6.962  3.535
C  -2.661  -11.762  1.351
S  -4.259  -11.904  0.519
O  -5.269  -12.290  1.552
C  -3.850  -13.391  -0.421
H  -2.700  -10.908  2.029
H  -2.455  -12.669  1.922
H  -1.877  -11.598  0.609
H  -3.570  -14.198  0.260
H  -3.027  -13.175  -1.105
H  -4.728  -13.690  -0.995

Properties
Lowest unoccupied orbital energy, eV: -6.1
Total charge: +1
Energy, Eh: -5489.3168

The following is a DFT calculation (the ωB97M-V functional and the def2-TZVPD basis) of a 8-piece molecular cluster, C22H52FN7O15P2S overall.

Cartesian coordinates (Å):
O  7.087  -0.762  -3.102
C  6.532  -0.187  -2.230
O  5.257  0.193  -2.183
P  4.253  -1.078  -1.684
P  2.279  -0.133  -1.662
O  1.900  0.194  -3.029
O  1.360  -1.225  -0.978
O  2.187  1.099  -0.689
O  7.179  0.201  -1.059
S  8.141  1.439  -1.182
O  8.239  1.844  -2.524
O  9.244  1.217  -0.339
F  7.216  2.402  -0.485
H  4.532  -1.199  -0.298
H  1.878  -1.773  -0.377
H  1.996  1.899  -1.213
C  -1.049  4.490  -5.391
N  -0.009  4.468  -4.375
C  0.084  3.673  -3.282
C  -1.011  2.670  -3.047
O  1.040  3.788  -2.520
H  -0.611  4.280  -6.368
H  -1.509  5.479  -5.425
H  -1.819  3.754  -5.190
H  0.759  5.114  -4.466
H  -0.790  2.121  -2.145
H  -1.968  3.164  -2.918
H  -1.063  1.968  -3.880
C  -4.303  0.297  1.877
N  -3.848  0.603  0.529
C  -3.211  1.704  0.077
C  -2.914  2.798  1.077
O  -2.884  1.806  -1.100
H  -3.829  -0.624  2.217
H  -5.383  0.137  1.869
H  -4.072  1.113  2.554
H  -4.010  -0.088  -0.186
H  -2.401  3.602  0.560
H  -3.835  3.186  1.512
H  -2.271  2.427  1.875
C  6.868  4.033  2.729
N  5.916  2.940  2.826
C  4.713  2.792  2.211
C  4.280  3.880  1.254
O  4.010  1.821  2.439
H  7.823  3.663  2.368
H  7.028  4.461  3.714
H  6.510  4.806  2.056
H  6.152  2.177  3.440
H  3.301  3.629  0.860
H  4.216  4.839  1.769
H  4.982  3.961  0.425
C  -6.176  -5.638  2.184
N  -5.467  -4.392  2.441
C  -4.591  -3.751  1.635
C  -4.289  -4.383  0.296
O  -4.068  -2.699  1.983
H  -7.250  -5.466  2.220
H  -5.917  -6.373  2.950
H  -5.929  -6.039  1.212
H  -5.625  -3.922  3.317
H  -3.576  -3.753  -0.226
H  -3.853  -5.373  0.426
H  -5.194  -4.468  -0.306
C  10.969  0.600  3.986
N  10.067  1.729  4.121
C  9.123  1.946  5.071
C  8.964  0.898  6.148
O  8.431  2.954  5.040
H  12.005  0.940  4.025
H  10.807  0.104  3.028
H  10.807  -0.116  4.783
H  10.123  2.463  3.433
H  8.175  1.219  6.819
H  8.689  -0.064  5.715
H  9.886  0.784  6.716
C  -7.014  5.305  -4.373
N  -6.102  4.718  -5.337
C  -5.068  3.864  -5.107
C  -4.812  3.456  -3.675
O  -4.387  3.456  -6.034
H  -8.042  5.018  -4.601
H  -6.949  6.394  -4.404
H  -6.774  4.971  -3.371
H  -6.221  4.952  -6.310
H  -3.967  2.779  -3.661
H  -4.575  4.333  -3.072
H  -5.679  2.944  -3.257
C  -5.410  -10.646  1.033
N  -5.877  -9.299  0.755
C  -7.152  -8.873  0.560
C  -8.248  -9.910  0.635
O  -7.392  -7.697  0.335
H  -4.884  -10.674  1.988
H  -4.722  -10.975  0.253
H  -6.244  -11.337  1.075
H  -5.191  -8.565  0.690
H  -9.196  -9.415  0.459
H  -8.106  -10.679  -0.125
H  -8.272  -10.379  1.619

Properties
SMILES: O=C(OPP(=O)(O)O)OS(=O)(=O)F.CNC(C)=O.CNC(C)=O.CNC(C)=O.CNC(C)=O.CNC(C)=O.CNC(C)=O.CNC(C)=O
Lowest unoccupied orbital energy, eV: 0.2
Total charge: 0
Energy, Eh: -3562.3039

The following is a DFT calculation (the ωB97M-V functional and the def2-TZVPD basis) of a 7-piece molecular cluster, C22H52N13O8 overall.

Cartesian coordinates (Å):
C  3.650  3.441  -1.281
C  2.457  3.328  -1.358
C  1.024  3.117  -1.522
C  0.229  2.460  -0.347
C  -1.157  3.159  -0.371
C  -1.931  3.022  -1.682
O  -1.920  4.254  -2.391
C  -2.914  4.279  -3.406
C  -2.774  3.137  -4.406
C  0.086  0.949  -0.625
C  -0.102  0.071  0.608
C  -0.239  -1.374  0.128
C  -1.380  0.386  1.410
N  1.087  0.183  1.491
O  1.972  -0.730  1.351
C  1.642  1.564  1.744
C  3.112  1.583  1.325
C  1.592  1.791  3.271
C  0.808  2.679  1.070
H  4.665  3.707  -1.111
H  0.859  2.526  -2.426
H  0.580  4.092  -1.737
H  -0.967  4.229  -0.231
H  -1.764  2.847  0.476
H  -1.471  2.265  -2.321
H  -2.970  2.735  -1.480
H  -2.823  5.245  -3.901
H  -3.903  4.240  -2.929
H  -3.208  2.214  -4.027
H  -1.715  2.957  -4.609
H  -3.274  3.378  -5.342
H  -0.776  0.760  -1.268
H  0.971  0.596  -1.164
H  0.413  -1.594  -0.715
H  -1.268  -1.482  -0.227
H  -0.116  -2.084  0.942
H  -1.644  -0.489  2.006
H  -2.204  0.622  0.739
H  -1.215  1.207  2.109
H  3.265  1.262  0.298
H  3.456  2.617  1.398
H  3.712  0.989  2.010
H  1.894  0.882  3.791
H  2.235  2.623  3.559
H  0.578  2.032  3.592
H  1.412  3.588  1.127
H  -0.049  2.865  1.716
C  1.706  -2.253  5.177
O  0.654  -1.644  5.082
N  1.982  -3.068  6.245
N  2.681  -2.167  4.231
H  2.843  -3.570  6.349
H  1.290  -3.126  6.968
H  2.500  -1.583  3.429
H  3.547  -2.668  4.283
C  -1.914  1.510  5.451
O  -0.871  2.140  5.474
N  -1.991  0.207  5.061
N  -3.110  2.081  5.814
H  -2.851  -0.306  5.024
H  -1.137  -0.259  4.792
H  -3.089  3.040  6.102
H  -3.983  1.591  5.800
C  -2.071  -4.100  2.969
O  -2.368  -2.931  2.808
N  -1.368  -4.510  4.067
N  -2.409  -5.079  2.075
H  -1.107  -5.461  4.242
H  -1.087  -3.790  4.711
H  -2.921  -4.797  1.260
H  -2.168  -6.044  2.192
C  0.428  -3.271  -3.774
O  -0.693  -3.544  -4.176
N  0.909  -3.630  -2.556
N  1.319  -2.555  -4.535
H  1.828  -3.368  -2.237
H  0.302  -4.152  -1.953
H  1.022  -2.264  -5.446
H  2.240  -2.325  -4.212
C  4.645  -2.310  -1.327
O  3.564  -2.778  -1.651
N  5.170  -2.508  -0.086
N  5.400  -1.553  -2.175
H  6.047  -2.126  0.211
H  4.618  -3.039  0.562
H  5.033  -1.380  -3.091
H  6.282  -1.153  -1.919
C  -4.003  -0.032  -6.759
O  -4.387  0.865  -6.030
N  -4.560  -0.266  -7.988
N  -2.995  -0.884  -6.404
H  -4.264  -1.002  -8.599
H  -5.307  0.339  -8.273
H  -2.587  -0.764  -5.495
H  -2.682  -1.643  -6.979

Properties
Lowest unoccupied orbital energy (spin up / spin down), eV: 0.3 / 0.3
Multiplicity: 2
<S²>: 0.754
Total charge: 0
Energy, Eh: -2183.3399

no.,F_max (eV Å⁻¹),molar mass (g/mol)
1,10.07,828.262
2,1.85,767.705
3,1.28,626.741